1.
Here is the molecule C17H18FN3O2 from OMol25. Energies are from ωB97M-V/def2-TZVPD.

Geometry as XYZ:
```
41
Properties=species:S:1:pos:R:3:lowdin_charge:R:1
C -0.05 3.34 5.46 -0.055
C 0.38 2.59 4.23 -0.285
C 0.55 1.21 4.25 -0.043
C 0.96 0.54 3.12 -0.035
C 1.22 1.22 1.94 -0.234
C 1.63 0.46 0.70 -0.106
C 0.40 -0.18 0.05 -0.168
C 0.78 -0.96 -1.22 -0.428
O 1.87 -0.88 -1.75 0.088
N -0.27 -1.70 -1.67 0.139
C -0.35 -2.52 -2.80 -0.217
C -1.59 -3.09 -3.10 -0.019
C -1.73 -3.91 -4.19 -0.010
C -0.63 -4.16 -5.00 -0.284
F -0.77 -4.96 -6.07 0.051
C 0.60 -3.60 -4.72 0.000
C 0.74 -2.78 -3.62 -0.002
C -0.64 0.83 -0.38 -0.417
N -0.23 1.92 -1.07 0.190
N -1.84 0.55 -0.06 0.030
O -2.81 1.48 -0.54 -0.070
C 1.05 2.59 1.92 -0.038
C 0.64 3.27 3.05 -0.040
H 0.82 3.79 5.95 0.083
H -0.53 2.67 6.17 0.074
H -0.74 4.14 5.20 0.077
H 0.35 0.67 5.16 0.109
H 1.09 -0.54 3.16 0.115
H 2.13 1.13 -0.01 0.115
H 2.33 -0.33 0.96 0.131
H -0.08 -0.86 0.75 0.152
H -1.13 -1.59 -1.15 0.132
H -2.44 -2.89 -2.46 0.114
H -2.69 -4.36 -4.43 0.118
H 1.44 -3.81 -5.37 0.119
H 1.70 -2.33 -3.39 0.101
H 0.67 1.91 -1.52 0.110
H -0.96 2.49 -1.47 0.101
H -3.63 1.18 -0.12 0.085
H 1.25 3.14 1.01 0.105
H 0.51 4.34 3.01 0.112
```

As for the charge: 0. The LUMO energy comes out at 0.6 eV. The multiplicity is 1. The energy above the lowest of the compared OMol25 structures with the same formula, charge and spin is 86.17 kJ/mol. Its frontier orbital gap is 9.12 eV. The calculation puts the total energy at -1073.22240 Eh. The structure (SMILES) is Cc1ccc(C[C@H](C(=O)Nc2ccc(F)cc2)/C(N)=N/O)cc1.

***

2.
Here is a cluster of 8 separate species, C21H56ClO25S7 in total from OMol25. Energies are from ωB97M-V/def2-TZVPD.

Geometry as XYZ:
```
110
Properties=species:S:1:pos:R:3:lowdin_charge:R:1
Cl -0.53 0.30 0.16 0.659
O -0.78 1.60 -0.42 -0.356
O -1.79 -0.38 0.42 -0.367
O 0.24 -0.51 -0.74 -0.363
O 0.24 0.51 1.39 -0.392
O 2.42 3.64 5.16 -0.285
S 2.63 2.70 4.09 0.657
O 3.38 3.02 2.90 -0.285
O 3.32 1.34 4.67 -0.274
C 2.95 0.89 5.97 -0.285
C 3.81 1.53 7.05 -0.067
C 1.05 1.93 3.58 -0.110
H 2.89 -0.20 6.00 0.123
H 1.89 1.14 6.17 0.109
H 3.63 0.99 7.98 0.078
H 3.50 2.57 7.14 0.065
H 4.86 1.47 6.77 0.082
H 0.39 1.88 4.44 0.061
H 1.34 0.99 3.13 0.052
H 0.71 2.51 2.73 0.055
O 1.26 1.99 -8.42 -0.298
S 1.40 2.39 -7.04 0.618
O 0.82 3.59 -6.53 -0.271
O 0.78 1.11 -6.22 -0.247
C 1.20 0.92 -4.87 -0.283
C 0.68 1.95 -3.84 -0.048
C 3.16 2.35 -6.62 -0.112
H 2.28 0.77 -4.76 0.106
H 0.82 -0.08 -4.63 0.114
H 0.67 1.33 -2.94 0.061
H -0.35 2.24 -4.03 0.088
H 1.34 2.81 -3.79 0.052
H 3.31 2.44 -5.55 0.052
H 3.65 3.15 -7.18 0.072
H 3.60 1.44 -7.01 0.074
O 3.95 4.74 -0.62 -0.288
S 3.73 3.46 -1.24 0.629
O 3.46 3.33 -2.64 -0.294
O 4.98 2.47 -0.88 -0.247
C 5.47 2.50 0.45 -0.280
C 5.09 1.18 1.13 -0.072
C 2.35 2.68 -0.33 -0.093
H 5.09 3.32 1.06 0.096
H 6.55 2.57 0.49 0.119
H 5.66 0.37 0.67 0.078
H 4.06 0.90 0.94 0.064
H 5.20 1.26 2.21 0.068
H 2.59 2.91 0.70 0.037
H 2.36 1.63 -0.62 0.064
H 1.43 3.11 -0.70 0.068
O -7.21 1.94 -2.12 -0.262
S -7.61 0.72 -1.49 0.598
O -8.04 -0.39 -2.29 -0.284
O -6.45 0.23 -0.50 -0.279
C -6.68 -0.86 0.38 -0.269
C -5.36 -1.14 1.07 -0.054
C -8.93 1.16 -0.30 -0.104
H -6.98 -1.73 -0.21 0.124
H -7.42 -0.59 1.14 0.117
H -4.52 -1.17 0.38 0.078
H -5.34 -2.10 1.60 0.078
H -5.19 -0.39 1.84 0.073
H -8.57 1.86 0.45 0.063
H -9.30 0.31 0.27 0.058
H -9.68 1.58 -0.97 0.066
O -6.13 2.70 1.46 -0.309
S -5.04 3.43 0.85 0.605
O -5.30 4.73 0.30 -0.274
O -3.83 3.51 1.89 -0.242
C -3.48 2.35 2.64 -0.278
C -2.24 2.67 3.45 -0.055
C -4.29 2.39 -0.43 -0.091
H -3.39 1.41 2.08 0.099
H -4.30 2.08 3.31 0.117
H -1.41 2.99 2.82 0.068
H -1.96 1.71 3.90 0.084
H -2.47 3.46 4.16 0.086
H -4.91 2.22 -1.29 0.052
H -3.95 1.48 0.06 0.040
H -3.46 3.05 -0.70 0.073
O 0.49 -4.52 2.77 -0.292
S 1.11 -4.41 1.47 0.619
O 2.08 -5.37 0.99 -0.287
O -0.08 -4.39 0.36 -0.275
C -1.30 -3.73 0.75 -0.267
C -2.30 -4.65 1.40 -0.071
C 1.78 -2.77 1.21 -0.091
H -1.78 -3.34 -0.15 0.123
H -1.00 -2.84 1.31 0.096
H -1.83 -5.29 2.16 0.068
H -2.78 -5.31 0.69 0.078
H -3.02 -4.10 2.01 0.077
H 2.00 -2.68 0.15 0.054
H 2.65 -2.67 1.85 0.079
H 1.01 -2.07 1.53 0.045
O 5.09 -5.02 -3.29 -0.299
S 4.39 -5.43 -2.09 0.596
O 5.11 -5.46 -0.84 -0.283
O 3.09 -4.52 -1.88 -0.269
C 2.33 -4.18 -3.05 -0.248
C 1.30 -3.12 -2.64 -0.052
C 3.67 -7.07 -2.35 -0.104
H 1.79 -5.06 -3.41 0.115
H 2.99 -3.78 -3.81 0.113
H 0.73 -2.79 -3.51 0.082
H 1.80 -2.23 -2.26 0.073
H 0.74 -3.55 -1.81 0.063
H 3.10 -6.98 -3.27 0.057
H 3.02 -7.31 -1.50 0.071
H 4.54 -7.72 -2.33 0.068
```

As for the charge: -1. The LUMO energy comes out at 2.0 eV. The multiplicity is 1. The energy above the lowest of the compared OMol25 structures with the same formula, charge and spin is 135.04 kJ/mol. Its frontier orbital gap is 10.06 eV. The calculation puts the total energy at -5961.98811 Eh.

***

3.
Here is a structure of composition C39H49N6OSV from OMol25. Energies are from ωB97M-V/def2-TZVPD.

Geometry as XYZ:
```
97
Properties=species:S:1:pos:R:3:lowdin_charge:R:1
V 0.65 -0.27 0.45 0.985
C 1.58 3.16 -1.08 -0.191
C 1.43 2.42 -2.41 -0.161
C 1.03 0.94 -2.32 -0.195
N 1.68 0.30 -1.19 -0.066
C 2.96 0.08 -1.17 -0.227
C 3.77 0.08 -2.34 -0.005
C 5.12 0.04 -2.53 -0.078
C 6.16 0.04 -1.58 -0.107
C 5.98 -0.06 -0.23 -0.084
C 4.82 -0.27 0.52 -0.016
C 3.47 -0.34 0.17 -0.215
N 2.49 -0.69 1.03 -0.070
C 2.85 -1.66 2.08 -0.200
C 1.93 -1.72 3.29 -0.156
C 0.47 -1.90 2.92 -0.205
N 0.02 -0.65 2.33 -0.058
C -0.28 0.38 3.09 -0.218
C -0.45 0.28 4.50 -0.021
C -0.82 1.21 5.44 -0.084
C -1.16 2.56 5.30 -0.112
C -1.16 3.27 4.13 -0.082
C -0.85 2.87 2.83 -0.019
C -0.45 1.64 2.30 -0.225
N -0.18 1.47 0.99 -0.064
C -0.67 2.46 0.03 -0.235
C 0.29 3.57 -0.37 -0.168
H 2.20 2.57 -0.40 0.105
H 2.14 4.08 -1.28 0.109
H 0.69 2.92 -3.05 0.112
H 2.39 2.48 -2.93 0.103
H -0.04 0.82 -2.20 0.082
H 1.27 0.43 -3.27 0.113
H 3.19 0.11 -3.26 0.100
H 5.44 0.04 -3.57 0.106
H 7.17 0.12 -1.95 0.097
H 6.89 -0.02 0.37 0.105
H 5.00 -0.37 1.58 0.096
H 2.84 -2.65 1.60 0.121
H 3.87 -1.51 2.44 0.095
H 2.28 -2.55 3.91 0.118
H 2.04 -0.80 3.89 0.114
H 0.37 -2.68 2.16 0.108
H -0.15 -2.21 3.77 0.108
H -0.26 -0.70 4.90 0.092
H -0.86 0.82 6.45 0.105
H -1.43 3.09 6.21 0.094
H -1.44 4.31 4.21 0.104
H -0.90 3.67 2.11 0.089
H -0.99 1.91 -0.86 0.040
H -1.60 2.90 0.42 0.110
H -0.28 4.24 -1.03 0.106
H 0.56 4.16 0.51 0.104
C -3.87 -0.45 2.83 -0.070
C -3.61 0.65 1.79 -0.197
C -4.28 0.36 0.48 -0.180
C -5.57 0.82 0.25 -0.053
C -6.24 0.49 -0.91 -0.096
C -5.60 -0.29 -1.86 -0.073
C -4.30 -0.75 -1.67 -0.204
C -3.65 -1.52 -2.80 -0.204
C -4.16 -2.95 -2.95 -0.086
C -3.65 -0.45 -0.47 -0.201
N -2.33 -0.91 -0.24 0.127
C -2.18 -2.17 -0.21 -0.107
C -0.90 -2.82 -0.26 -0.331
C -0.67 -4.16 -0.55 -0.056
C 0.70 -4.27 -0.84 -0.094
C 1.22 -2.99 -0.71 -0.175
N 0.26 -2.10 -0.36 -0.056
H -3.43 -0.20 3.79 0.063
H -3.44 -1.39 2.50 0.070
H -4.94 -0.59 2.97 0.074
H -2.54 0.73 1.62 0.067
H -3.96 1.61 2.18 0.115
H -6.05 1.43 1.01 0.111
H -7.25 0.85 -1.09 0.098
H -6.10 -0.53 -2.79 0.113
H -2.57 -1.51 -2.68 0.109
H -3.87 -0.98 -3.73 0.101
H -3.99 -3.54 -2.05 0.059
H -3.67 -3.45 -3.78 0.073
H -5.24 -2.96 -3.14 0.071
H -3.04 -2.85 -0.21 0.133
H -1.42 -4.93 -0.59 0.098
H 1.25 -5.16 -1.12 0.085
H 2.25 -2.68 -0.85 0.101
C -3.52 2.47 -4.28 -0.241
S -3.40 2.39 -2.49 0.868
C -3.33 4.16 -2.21 -0.245
O -2.03 1.88 -2.21 -0.546
H -4.46 2.93 -4.57 0.056
H -3.48 1.44 -4.64 0.044
H -2.67 3.03 -4.66 0.059
H -4.21 4.64 -2.62 0.055
H -2.42 4.54 -2.68 0.057
H -3.29 4.32 -1.14 0.049
```

As for the charge: 0. The LUMO energy (alpha / beta) comes out at 0.1 / 0.2 eV. The multiplicity is 3. The energy above the lowest of the compared OMol25 structures with the same formula, charge and spin is 26.75 kJ/mol. Its frontier orbital gap (alpha / beta) is 6.75 / 7.29 eV. The calculation puts the total energy at -3261.47284 Eh. The expectation value of S² is 2.020.

***

4.
Here is a structure of composition C4H5ClFP from OMol25. Energies are from ωB97M-V/def2-TZVPD.

Geometry as XYZ:
```
12
Properties=species:S:1:pos:R:3:lowdin_charge:R:1
C 0.39 -0.91 0.45 -0.417
C 0.65 0.45 1.03 -0.103
C 0.85 -0.39 -0.87 -0.214
C 0.94 0.97 -0.17 -0.044
F -2.88 1.03 0.42 -0.554
P -2.60 0.03 -0.86 0.444
Cl -1.61 -1.28 0.32 0.472
H 0.93 -1.69 0.97 0.103
H 0.37 1.12 1.83 0.104
H 1.75 -0.85 -1.14 0.090
H 0.04 -0.42 -1.59 0.046
H 1.18 1.94 -0.39 0.073
```

As for the charge: 0. The LUMO energy (alpha / beta) comes out at 0.2 / 0.2 eV. The multiplicity is 1. The energy above the lowest of the compared OMol25 structures with the same formula, charge and spin is 260.65 kJ/mol. Its frontier orbital gap (alpha / beta) is 7.42 / 7.42 eV. The calculation puts the total energy at -1056.68642 Eh.

***

5.
Here is the molecule C17H16N2O6S from OMol25. Energies are from ωB97M-V/def2-TZVPD.

Geometry as XYZ:
```
42
Properties=species:S:1:pos:R:3:lowdin_charge:R:1
C 4.50 -3.79 2.52 -0.042
H 5.36 -3.14 2.65 0.095
H 4.28 -4.32 3.45 0.098
H 4.70 -4.53 1.74 0.098
O 3.42 -2.95 2.15 -0.032
C 2.27 -3.57 1.89 -0.454
O 2.11 -4.76 1.97 0.116
C 1.19 -2.61 1.49 -0.098
C 1.44 -1.26 1.37 0.082
C 0.42 -0.38 1.00 -0.120
C -0.87 -0.90 0.73 -0.042
C -1.09 -2.28 0.87 0.004
C -0.08 -3.13 1.24 -0.003
H -0.25 -4.19 1.35 0.119
H -2.08 -2.66 0.67 0.119
C -1.97 -0.04 0.28 -0.408
O -1.95 1.18 0.26 0.078
O -3.04 -0.73 -0.13 -0.033
C -4.14 0.05 -0.59 -0.031
H -4.92 -0.66 -0.85 0.097
H -4.48 0.72 0.20 0.102
H -3.85 0.65 -1.45 0.079
N 0.64 0.98 0.89 0.133
C 1.83 1.60 0.67 -0.526
O 2.92 1.09 0.77 0.088
C 1.75 3.09 0.35 -0.351
H 2.44 3.30 -0.46 0.089
H 2.07 3.65 1.23 0.088
S 0.12 3.82 -0.03 1.028
C -0.60 2.99 -1.41 -0.486
C -1.87 3.43 -1.77 -0.099
C -2.55 2.83 -2.81 -0.083
C -1.94 1.77 -3.46 -0.062
C -0.69 1.37 -3.08 -0.010
N -0.01 1.97 -2.08 -0.214
O 1.16 1.57 -1.79 -0.073
H -0.15 0.56 -3.54 0.139
H -2.44 1.25 -4.27 0.110
H -3.54 3.17 -3.09 0.109
H -2.30 4.25 -1.21 0.109
H -0.21 1.52 0.73 0.072
H 2.42 -0.87 1.55 0.114
```

As for the charge: 0. The LUMO energy comes out at -0.1 eV. The multiplicity is 1. The energy above the lowest of the compared OMol25 structures with the same formula, charge and spin is 160.02 kJ/mol. Its frontier orbital gap is 8.18 eV. The calculation puts the total energy at -1616.54305 Eh.

***

Here are the calculated largest force on an atom numbers, same order: 1.0, 2.2, 1.4, 2.8, 0.9 (eV Å⁻¹).